{
  "formula": "C4H11N4",
  "method": "wB97M-V/def2-TZVPD",
  "elements": ["N", "N", "N", "N", "C", "C", "C", "C", "H", "H", "H", "H", "H", "H", "H", "H", "H", "H", "H"],
  "xyz": [[-2.429, 0.065, -0.111], [0.133, 0.647, 0.941], [-1.502, -0.454, 0.448], [-2.520, 1.311, -0.483], [2.450, 1.057, 0.532], [-1.308, -1.764, 0.867], [1.133, -0.358, -1.119], [1.107, 0.420, 0.200], [2.997, 0.628, -0.387], [1.771, -1.236, -1.111], [-0.610, -1.800, 1.728], [1.695, 0.216, -1.926], [-3.241, 1.582, -1.108], [2.877, 0.617, 1.491], [2.318, 2.148, 0.561], [-0.878, -2.358, 0.141], [0.085, -0.508, -1.604], [-2.262, -2.275, 0.998], [-1.818, 2.060, -0.059]],
  "total_charge": 1,
  "de_lowest_kj_mol": 575.3,
  "lumo_energy_ha": [-0.186, -0.186],
  "gap_ev": [8.88, 8.88]
}